*w*
C5H12N2O in the gas phase, computed with ωB97M-V/def2-TZVPD.

Each atom is followed by the atoms it is bonded to, with distances in Å.
Cartesian coordinates (Å):
1 C 2.0533 -0.3536 -0.8839  N2 1.500, H9 1.091, H10 1.092, H11 1.082
2 N 0.6538 -0.1948 -1.3989  C1 1.500, C3 1.486, C4 1.501
3 C 0.7422 -0.0289 -2.8728  N2 1.486, H12 1.091, H13 1.103, H14 1.089
4 C -0.1423 0.9482 -0.8408  N2 1.501, C5 1.554, H15 1.093, H16 1.091
5 C -1.3377 0.2987 -0.0887  C4 1.554, N6 1.465, H17 1.089, H18 1.085
6 N -0.7911 -0.2894 1.1371  C5 1.465, C7 1.357, H19 1.005
7 C -0.9835 0.0993 2.4230  N6 1.357, O8 1.209, H20 1.091
8 O -0.7361 -0.6612 3.3299  C7 1.209
9 H 2.1519 0.2178 0.0406  C1 1.091
10 H 2.7904 0.0355 -1.5886  C1 1.092
11 H 2.1659 -1.4170 -0.7174  C1 1.082
12 H 1.4868 -0.7325 -3.2483  C3 1.091
13 H 1.1079 0.9963 -3.0503  C3 1.103
14 H -0.2202 -0.2813 -3.3164  C3 1.089
15 H -0.4150 1.6361 -1.6454  C4 1.093
16 H 0.4640 1.5180 -0.1345  C4 1.091
17 H -1.9725 1.1518 0.1478  C5 1.089
18 H -1.7146 -0.5474 -0.6536  C5 1.085
19 H -0.3459 -1.1776 0.9828  N6 1.005
20 H -1.3410 1.1195 2.5712  C7 1.091

Calculated values
E_HOMO: -8.86 eV
LUMO: 0.0343 Eh
Structure (SMILES): CN(C)CCNC=O
Gap between HOMO and LUMO: 9.80 eV


*x*
2 unconnected molecules or ions with the total composition C5H12N2O, computed with ωB97M-V/def2-TZVPD.

Each atom is followed by the atoms it is bonded to, with distances in Å.
Cartesian coordinates (Å):
1 C -1.4654 -2.3941 -2.7811  N2 1.417, H9 1.100, H10 1.083, H11 1.107
2 N -0.7260 -2.2995 -1.5760  C1 1.417, C3 1.413
3 C -0.6548 -3.5308 -0.8869  N2 1.413, H12 1.094, H13 1.098, H14 1.095
4 C 0.3166 0.0429 0.2024  C5 1.432, H15 1.121, H16 1.088, H17 1.097
5 C 0.3275 0.8877 1.3591  C4 1.432, C6 1.448, H18 1.084
6 C 0.6101 2.3056 1.2721  C5 1.448, N7 1.420, O8 1.215
7 N 1.2008 2.7968 2.4666  C6 1.420, H19 1.014, H20 1.013
8 O 0.6641 2.9786 0.2624  C6 1.215
9 H -2.4234 -2.9310 -2.7184  C1 1.100
10 H -1.6282 -1.4105 -3.2043  C1 1.083
11 H -0.8913 -2.8962 -3.5841  C1 1.107
12 H -0.0920 -3.3545 0.0340  C3 1.094
13 H -1.5803 -4.1129 -0.7811  C3 1.098
14 H 0.0196 -4.2592 -1.3481  C3 1.095
15 H -0.5333 -0.6769 0.3297  C4 1.121
16 H 0.0018 0.5837 -0.6878  C4 1.088
17 H 1.2236 -0.5457 0.0194  C4 1.097
18 H 0.5527 0.4023 2.3017  C5 1.084
19 H 0.5305 2.7537 3.2259  N7 1.014
20 H 1.5204 3.7319 2.2435  N7 1.013

Calculated values
E_HOMO: -6.42 eV
LUMO: -0.1114 Eh
Gap between HOMO and LUMO: 3.39 eV


Here are the energies relative to the best structure, in kJ/mol: *w* 0.0; *x* 493.1.


*w*
C5H12N2O in the gas phase, computed with ωB97M-V/def2-TZVPD.

Each atom is followed by the atoms it is bonded to, with distances in Å.
Cartesian coordinates (Å):
1 C 0.8081 1.1794 -1.0925  C2 1.534, H9 1.092, H10 1.090, H11 1.092
2 C 0.4910 -0.1432 -0.3827  C1 1.534, C3 1.522, C4 1.540, N8 1.475
3 C 1.6214 -1.1422 -0.5845  C2 1.522, H12 1.093, H13 1.088, H14 1.092
4 C 0.1507 0.0839 1.1019  C2 1.540, C5 1.555, H15 1.085, H16 1.083
5 C -1.3345 -0.3568 1.2298  C4 1.555, O6 1.387, N7 1.460, H17 1.094
6 O -2.0764 0.3794 2.1411  C5 1.387, H18 0.965
7 N -1.8515 -0.2879 -0.1340  C5 1.460, N8 1.419, H19 1.033
8 N -0.7485 -0.7579 -0.8934  C2 1.475, N7 1.419, H20 1.013
9 H 1.0993 0.9924 -2.1278  C1 1.092
10 H 1.6293 1.6900 -0.5903  C1 1.090
11 H -0.0568 1.8465 -1.0988  C1 1.092
12 H 1.8162 -1.2871 -1.6500  C3 1.093
13 H 1.3507 -2.1024 -0.1498  C3 1.088
14 H 2.5323 -0.7686 -0.1107  C3 1.092
15 H 0.2230 1.1355 1.3597  C4 1.085
16 H 0.7862 -0.4838 1.7697  C4 1.083
17 H -1.4018 -1.4001 1.5522  C5 1.094
18 H -2.0738 1.3095 1.8840  O6 0.965
19 H -2.0599 0.7017 -0.3438  N7 1.033
20 H -0.9052 -0.5883 -1.8799  N8 1.013

Calculated values
E_HOMO: -8.49 eV
LUMO: 0.0277 Eh
Structure (SMILES): CC1(C)C[C@@H](O)NN1
Gap between HOMO and LUMO: 9.25 eV


*x*
C5H12N2O in the gas phase, computed with ωB97M-V/def2-TZVPD.

Each atom is followed by the atoms it is bonded to, with distances in Å.
Cartesian coordinates (Å):
1 C -0.5714 1.4422 -1.7389  N2 1.454, H9 1.087, H10 1.097, H11 1.089
2 N -0.7452 0.7404 -0.4773  C1 1.454, C3 1.432, H12 1.014
3 C 0.3701 -0.0857 -0.1255  N2 1.432, O4 1.384, C6 1.492, N7 1.434
4 O 1.4972 0.6593 0.1732  C3 1.384, C5 1.417
5 C 1.4158 1.3359 1.4159  O4 1.417, H13 1.100, H14 1.098, H15 1.094
6 C 0.6107 -1.4251 -0.7372  C3 1.492, N7 1.452, H16 1.086, H17 1.080
7 N 0.2004 -1.2811 0.6487  C3 1.434, C6 1.452, C8 1.437
8 C -1.0878 -1.7642 1.0651  N7 1.437, H18 1.090, H19 1.102, H20 1.094
9 H 0.3624 1.9972 -1.6936  C1 1.087
10 H -0.5375 0.7717 -2.6063  C1 1.097
11 H -1.3979 2.1415 -1.8560  C1 1.089
12 H -1.6046 0.2030 -0.4808  N2 1.014
13 H 1.2954 0.6145 2.2371  C5 1.100
14 H 0.5776 2.0446 1.4201  C5 1.098
15 H 2.3623 1.8736 1.5220  C5 1.094
16 H -0.1172 -1.7919 -1.4546  C6 1.086
17 H 1.6233 -1.7712 -0.8823  C6 1.080
18 H -0.9663 -2.8006 1.3802  C8 1.090
19 H -1.8547 -1.7344 0.2746  C8 1.102
20 H -1.4324 -1.1696 1.9157  C8 1.094

Calculated values
E_HOMO: -8.78 eV
LUMO: 0.0376 Eh
Structure (SMILES): CN[C@]1(OC)CN1C
Gap between HOMO and LUMO: 9.80 eV


*y*
C5H12N2O in the gas phase, computed with ωB97M-V/def2-TZVPD.

Each atom is followed by the atoms it is bonded to, with distances in Å.
Cartesian coordinates (Å):
1 C -1.4837 1.0095 -1.7041  C2 1.523, H9 1.059, H10 1.072, H11 1.091
2 C -1.1215 -0.0580 -0.6798  C1 1.523, C3 1.534, H12 1.097, H13 1.093
3 C 0.2399 0.1031 0.0092  C2 1.534, N4 1.468, C6 1.540, H14 1.085
4 N 0.3775 -0.6388 1.2688  C3 1.468, C5 1.466, H15 1.016
5 C -0.3049 0.0279 2.3824  N4 1.466, H16 1.087, H17 1.085, H18 1.088
6 C 1.3579 -0.3363 -0.9544  C3 1.540, N7 1.355, O8 1.217
7 N 2.5016 -0.7329 -0.3458  C6 1.355, H19 1.009, H20 0.998
8 O 1.2239 -0.3111 -2.1641  C6 1.217
9 H -0.9098 0.8188 -2.5740  C1 1.059
10 H -2.5312 0.9883 -1.9320  C1 1.072
11 H -1.1766 2.0177 -1.4215  C1 1.091
12 H -1.8688 -0.0221 0.1227  C2 1.097
13 H -1.1633 -1.0703 -1.0886  C2 1.093
14 H 0.4550 1.1424 0.2367  C3 1.085
15 H 0.0313 -1.5819 1.1144  N4 1.016
16 H -1.3211 0.3098 2.1179  C5 1.087
17 H 0.3307 0.8711 2.6320  C5 1.085
18 H -0.3534 -0.6629 3.2211  C5 1.088
19 H 2.4700 -0.7786 0.6615  N7 1.009
20 H 3.2466 -1.0957 -0.9025  N7 0.998

Calculated values
E_HOMO: -9.14 eV
LUMO: 0.0359 Eh
Structure (SMILES): CC[C@@H](NC)C(N)=O
Gap between HOMO and LUMO: 10.11 eV


Here are the energies relative to the best structure, in kJ/mol: *w* 133.4; *x* 216.7; *y* 0.0.